A structure of composition C55H39Cl2N4O6Ta, computed with ωB97M-V/def2-TZVPD.

```
107
Properties=species:S:1:pos:R:3
Ta -0.288 -0.066 -0.048
C 2.244 -8.061 -5.348
O 1.251 -7.052 -5.538
C 1.210 -6.036 -4.668
C 2.059 -5.903 -3.569
C 1.915 -4.817 -2.719
C 0.951 -3.837 -2.949
C 0.119 -3.979 -4.067
C 0.238 -5.060 -4.909
C 0.806 -2.677 -2.041
C 0.625 -2.914 -0.672
C 0.468 -4.176 -0.081
C 0.558 -4.010 1.275
C 0.729 -2.637 1.533
N 0.668 -1.934 0.330
C 0.953 -2.008 2.793
C 0.373 -0.751 2.993
C -0.105 -0.244 4.226
C -0.648 0.989 4.008
C -0.484 1.285 2.640
C -0.537 2.568 2.080
C -1.066 3.665 2.938
C -2.431 3.708 3.239
C -2.944 4.700 4.049
C -2.097 5.670 4.591
O -2.681 6.592 5.373
C -1.851 7.598 5.951
C -0.735 5.633 4.304
C -0.233 4.631 3.482
C -0.033 2.865 0.830
N 0.355 1.943 -0.142
C 0.657 2.690 -1.279
C 0.915 2.185 -2.527
C 1.079 3.137 -3.666
C -0.066 3.643 -4.292
C 0.036 4.515 -5.354
C 1.296 4.909 -5.817
O 1.302 5.765 -6.852
C 2.565 6.179 -7.369
C 2.440 4.412 -5.201
C 2.322 3.529 -4.132
C 0.957 0.817 -2.798
C 1.298 0.253 -4.049
C 1.272 -1.102 -3.917
C 0.892 -1.407 -2.586
N 0.684 -0.203 -1.891
C 0.554 4.086 -0.967
C 0.111 4.192 0.299
N 0.041 0.162 1.987
C 1.759 -2.606 3.859
C 2.077 -3.982 3.943
C 2.874 -4.483 4.936
C 3.451 -3.628 5.886
O 4.216 -4.199 6.809
C 4.884 -3.357 7.755
C 3.230 -2.255 5.783
C 2.414 -1.769 4.784
H 2.101 -8.774 -6.151
H 2.112 -8.563 -4.388
H 3.247 -7.636 -5.411
H 2.834 -6.632 -3.374
H 2.591 -4.712 -1.878
H -0.643 -3.232 -4.266
H -0.414 -5.184 -5.767
H 0.310 -5.101 -0.613
H 0.431 -4.780 2.014
H -0.076 -0.782 5.158
H -1.092 1.652 4.733
H -3.096 2.957 2.824
H -4.001 4.750 4.279
H -2.511 8.237 6.526
H -1.356 8.189 5.179
H -1.106 7.155 6.612
H -0.061 6.368 4.720
H 0.832 4.602 3.272
H -1.046 3.342 -3.932
H -0.842 4.911 -5.850
H 2.347 6.857 -8.186
H 3.131 5.325 -7.746
H 3.149 6.703 -6.610
H 3.424 4.705 -5.539
H 3.221 3.148 -3.659
H 1.567 0.829 -4.922
H 1.522 -1.836 -4.667
H 0.774 4.882 -1.663
H -0.110 5.093 0.849
H 1.698 -4.684 3.222
H 3.091 -5.542 4.999
H 5.485 -4.017 8.367
H 4.163 -2.832 8.381
H 5.531 -2.642 7.245
H 3.719 -1.565 6.457
H 2.338 -0.698 4.690
Cl -5.451 1.539 -4.957
C -4.479 1.264 -3.565
C -4.246 2.308 -2.673
C -3.459 2.118 -1.552
Cl -3.226 3.399 -0.429
C -2.860 0.884 -1.327
O -2.022 0.670 -0.286
C -3.125 -0.161 -2.207
C -2.587 -1.466 -1.905
O -1.705 -1.703 -1.074
C -3.948 0.020 -3.319
H -4.690 3.280 -2.850
H -3.021 -2.322 -2.437
H -4.156 -0.811 -3.985
```

Energy, eV: -102498.8005
Net charge: +2
HOMO-LUMO gap, Eh: 0.1868
Relative energy (zero: lowest compared OMol25 entry of this formula, charge and spin), kcal per mole: 0.00
E_HOMO, eV: -11.81
Strongest force on any atom, eV Å⁻¹: 0.71

Results of the Mulliken charge analysis, in e, for atoms 1 through 2: atom 1 (Ta): 1.6252, atom 2 (C): -0.8562



A structure of composition C55H42AsN7O7PS2SeTl in a non-equilibrium geometry, computed with ωB97M-V/def2-TZVPD.

```
117
Properties=species:S:1:pos:R:3
Tl 0.422 0.563 0.870
O -3.710 2.784 5.227
C -2.961 2.352 4.193
C -3.489 1.612 3.143
C -2.650 1.194 2.128
N -1.342 1.448 2.153
C -0.853 2.251 3.103
C -1.618 2.718 4.150
C 0.553 2.833 2.867
O 1.014 3.587 3.697
O 1.071 2.530 1.733
C -3.246 0.565 0.873
O -4.421 0.213 0.917
O -2.463 0.567 -0.109
H -4.621 2.486 5.111
H -4.540 1.371 3.059
H -1.171 3.377 4.877
O 1.794 0.085 5.473
C 3.021 0.576 5.209
C 3.813 0.929 6.302
C 5.078 1.440 6.110
C 5.588 1.608 4.825
C 4.813 1.249 3.744
C 3.527 0.728 3.911
C 2.738 0.340 2.731
O 1.488 0.063 2.898
N 3.375 0.305 1.572
N 2.550 -0.070 0.536
C 3.084 -0.690 -0.443
S 2.115 -1.397 -1.704
C 3.460 -1.322 -2.914
C 4.715 -1.770 -2.185
S 4.816 -0.880 -0.600
H 1.346 -0.031 4.608
H 3.400 0.798 7.292
H 5.675 1.718 6.968
H 6.574 2.023 4.677
H 5.183 1.367 2.735
H 3.558 -0.306 -3.298
H 3.201 -1.995 -3.728
H 5.613 -1.528 -2.751
H 4.687 -2.843 -1.996
Se -2.819 -5.447 5.019
N -1.129 -4.865 5.003
C -0.968 -4.162 3.913
C 0.304 -3.581 3.498
C 1.485 -3.769 4.211
C 2.666 -3.297 3.677
C 2.628 -2.662 2.437
N 1.512 -2.444 1.766
C 0.363 -2.867 2.296
C -0.856 -2.631 1.504
N -0.749 -1.825 0.443
C -1.722 -1.835 -0.452
C -2.923 -2.528 -0.271
C -3.108 -3.205 0.911
C -2.041 -3.286 1.813
C -2.122 -4.049 3.054
N -3.202 -4.665 3.457
H 1.454 -4.290 5.157
H 3.604 -3.417 4.195
H 3.539 -2.299 1.978
H -1.567 -1.251 -1.347
H -3.696 -2.447 -1.016
H -4.043 -3.691 1.151
C -1.220 1.320 -2.738
C -0.420 0.292 -3.512
As -1.315 -0.588 -5.057
C -3.006 -1.142 -4.254
C -3.906 -0.147 -3.872
C -5.135 -0.474 -3.322
C -5.504 -1.804 -3.191
C -4.643 -2.800 -3.626
C -3.399 -2.472 -4.146
C -0.269 -2.235 -4.915
C -0.244 -3.056 -3.789
C 0.606 -4.148 -3.728
C 1.449 -4.434 -4.794
C 1.438 -3.625 -5.918
C 0.583 -2.530 -5.975
P -0.332 1.989 -1.281
C 1.054 2.882 -2.064
C 0.791 3.974 -2.891
C 1.828 4.647 -3.510
C 3.142 4.245 -3.304
C 3.413 3.172 -2.474
C 2.371 2.494 -1.857
C -1.375 3.359 -0.689
C -2.732 3.424 -0.998
C -3.509 4.457 -0.500
C -2.941 5.426 0.314
C -1.588 5.374 0.611
C -0.804 4.350 0.103
H -2.164 0.929 -2.366
H -1.413 2.200 -3.365
H -0.055 -0.500 -2.858
H 0.458 0.775 -3.957
H -3.654 0.899 -4.012
H -5.808 0.310 -3.002
H -6.458 -2.061 -2.753
H -4.933 -3.840 -3.551
H -2.745 -3.265 -4.491
H -0.900 -2.851 -2.951
H 0.611 -4.773 -2.846
H 2.113 -5.287 -4.745
H 2.086 -3.847 -6.756
H 0.568 -1.908 -6.863
H -0.228 4.309 -3.039
H 1.613 5.495 -4.146
H 3.951 4.782 -3.781
H 4.433 2.864 -2.290
H 2.595 1.671 -1.192
H -3.200 2.650 -1.585
H -4.564 4.494 -0.736
H -3.553 6.223 0.716
H -1.135 6.125 1.244
H 0.251 4.321 0.339
```

Energy, eV: -244318.9054
Net charge: 0
HOMO-LUMO gap, Eh: 0.2589
Relative energy (zero: lowest compared OMol25 entry of this formula, charge and spin), kcal per mole: 0.00
E_HOMO, eV: -7.82
Strongest force on any atom, eV Å⁻¹: 1.15

Results of the Mulliken charge analysis, in e, for atoms 1 through 2: atom 1 (Tl): 1.7464, atom 2 (O): -0.5724



A structure of composition C55H43AsCl4IN6O7SZr in a non-equilibrium geometry, computed with ωB97M-V/def2-TZVPD.

```
119
Properties=species:S:1:pos:R:3
Zr 0.369 -0.283 0.498
Cl -0.794 9.348 -1.149
C -0.507 7.664 -0.811
C 0.551 7.303 0.003
C 0.777 5.958 0.268
C -0.048 4.978 -0.268
C -1.108 5.368 -1.084
C -1.343 6.705 -1.362
C 0.140 3.517 -0.018
C 1.048 2.829 -0.856
C 1.872 3.490 -1.773
C 2.703 2.532 -2.320
C 2.354 1.312 -1.729
C 2.973 -0.016 -2.149
C 3.601 0.239 -3.535
C 2.753 0.433 -4.628
C 3.245 0.714 -5.888
C 4.617 0.817 -6.070
Cl 5.253 1.141 -7.659
C 5.479 0.666 -5.006
C 4.964 0.383 -3.743
C 1.881 -1.068 -2.293
N 0.686 -1.052 -1.633
C -0.091 -2.024 -2.249
C -1.466 -2.256 -1.975
C -2.241 -3.045 -2.979
C -2.013 -4.389 -3.257
C -2.761 -5.060 -4.215
C -3.742 -4.379 -4.912
Cl -4.676 -5.213 -6.121
C -3.992 -3.040 -4.660
C -3.242 -2.385 -3.696
C -2.173 -1.733 -0.929
C -3.460 -2.235 -0.520
C -3.792 -1.610 0.628
C -2.753 -0.639 0.899
N -1.749 -0.759 -0.025
C -2.841 0.356 1.875
C -1.984 1.461 1.834
C -2.286 2.736 2.448
C -1.500 3.652 1.843
C -0.668 2.937 0.909
N -0.936 1.573 0.978
C -4.054 0.426 2.740
C -3.976 0.281 4.123
C -5.115 0.351 4.915
C -6.343 0.580 4.321
Cl -7.777 0.671 5.307
C -6.450 0.746 2.950
C -5.306 0.669 2.171
C 0.644 -2.661 -3.254
C 1.893 -2.063 -3.271
N 1.349 1.472 -0.821
H 1.192 8.065 0.425
H 1.606 5.668 0.903
H -1.753 4.606 -1.504
H -2.165 7.003 -1.999
H 1.846 4.546 -1.991
H 3.465 2.693 -3.065
H 1.682 0.369 -4.481
H 2.572 0.855 -6.723
H 6.547 0.766 -5.150
H 5.667 0.284 -2.929
H -1.247 -4.929 -2.715
H -2.586 -6.108 -4.420
H -4.760 -2.515 -5.212
H -3.422 -1.337 -3.490
H -4.009 -3.011 -1.032
H -4.668 -1.765 1.236
H -3.044 2.894 3.198
H -1.467 4.718 2.007
H -3.012 0.107 4.583
H -5.049 0.220 5.987
H -7.415 0.940 2.500
H -5.378 0.808 1.099
H 0.297 -3.456 -3.894
H 2.711 -2.288 -3.934
C -0.609 -4.703 -0.007
C -0.889 -3.903 1.213
N -0.611 -2.635 1.400
C -0.960 -2.357 2.699
C -1.491 -3.469 3.292
N -1.443 -4.430 2.326
C -2.049 -3.808 4.621
O -2.019 -2.868 5.538
O -2.504 -4.915 4.814
C -0.612 -1.048 3.283
O -0.918 -0.780 4.448
O 0.031 -0.260 2.503
H 0.057 -4.140 -0.657
H -1.532 -4.919 -0.547
H -0.127 -5.643 0.269
H -1.741 -5.378 2.490
H -1.589 -2.029 5.177
I 5.088 -2.232 -1.518
C 4.040 -0.394 -1.102
H 3.575 -0.557 -0.139
H 4.806 0.374 -1.013
C 4.091 -2.768 1.785
S 2.368 -2.432 2.048
O 1.776 -3.735 2.206
O 2.301 -1.566 3.202
O 1.916 -1.696 0.787
H 4.447 -3.197 2.720
H 4.627 -1.849 1.553
H 4.174 -3.490 0.978
C 3.243 2.906 1.364
As 2.545 1.171 2.009
C 4.264 0.693 2.861
C 1.713 1.902 3.619
H 3.961 3.309 2.076
H 2.412 3.600 1.256
H 3.716 2.793 0.387
H 4.570 1.514 3.506
H 5.034 0.530 2.105
H 4.129 -0.208 3.452
H 2.365 2.637 4.089
H 1.508 1.082 4.307
H 0.763 2.365 3.351
```

Energy, eV: -212162.0691
Net charge: -1
HOMO-LUMO gap, Eh: 0.1950
Relative energy (zero: lowest compared OMol25 entry of this formula, charge and spin), kcal per mole: 3.43
E_HOMO, eV: -4.16
Strongest force on any atom, eV Å⁻¹: 2.66

Results of the Mulliken charge analysis, in e, for atoms 1 through 2: atom 1 (Zr): -1.8020, atom 2 (Cl): -0.2373



A structure of composition C55H43F3IrN5O3S5, computed with ωB97M-V/def2-TZVPD.

```
115
Properties=species:S:1:pos:R:3
Ir -0.043 1.783 -1.311
N -0.852 1.445 0.578
S -1.662 0.708 1.509
N -1.420 -0.924 1.820
S -1.574 -2.159 0.934
N -0.444 -2.663 0.010
S 0.585 -1.580 -0.707
N -0.011 -0.444 -1.384
C 1.821 -1.492 0.622
C 2.646 -2.590 0.840
C 3.514 -2.589 1.921
C 3.541 -1.505 2.787
C 2.709 -0.419 2.564
C 1.849 -0.401 1.474
C 1.397 -2.688 -1.845
C 0.887 -3.921 -2.210
C 1.532 -4.641 -3.209
C 2.668 -4.127 -3.816
C 3.165 -2.884 -3.439
C 2.523 -2.152 -2.455
C -3.070 -2.174 -0.037
C -4.286 -2.498 0.552
C -5.422 -2.513 -0.239
C -5.338 -2.188 -1.587
C -4.121 -1.836 -2.151
C -2.969 -1.836 -1.379
C -1.806 -3.478 2.098
C -1.466 -4.770 1.729
C -1.672 -5.795 2.638
C -2.208 -5.521 3.889
C -2.538 -4.220 4.243
C -2.338 -3.183 3.344
C -3.452 0.715 1.429
C -4.038 0.892 0.193
C -5.423 0.956 0.107
C -6.194 0.816 1.248
C -5.592 0.604 2.486
C -4.212 0.558 2.586
C -1.357 1.305 3.163
C -0.757 0.550 4.156
C -0.454 1.161 5.367
C -0.759 2.498 5.570
C -1.361 3.242 4.560
C -1.657 2.651 3.345
H 2.619 -3.444 0.176
H 4.168 -3.435 2.083
H 4.221 -1.504 3.630
H 2.733 0.435 3.230
H 1.224 0.455 1.284
H 0.002 -4.308 -1.723
H 1.146 -5.606 -3.510
H 3.169 -4.695 -4.589
H 4.051 -2.484 -3.914
H 2.882 -1.172 -2.156
H -4.350 -2.738 1.605
H -6.376 -2.768 0.203
H -6.231 -2.196 -2.197
H -4.062 -1.551 -3.192
H -2.015 -1.540 -1.799
H -1.034 -4.958 0.756
H -1.407 -6.809 2.371
H -2.363 -6.326 4.596
H -2.947 -4.008 5.222
H -2.571 -2.159 3.603
H -3.421 0.983 -0.690
H -5.874 1.146 -0.857
H -7.273 0.882 1.181
H -6.197 0.500 3.377
H -3.740 0.426 3.550
H -0.516 -0.488 3.977
H 0.024 0.588 6.151
H -0.524 2.967 6.516
H -1.593 4.287 4.719
H -2.109 3.217 2.538
S 0.813 6.031 -2.312
C 0.156 6.017 -0.725
C -0.173 4.768 -0.295
C 0.102 3.761 -1.265
C 0.642 4.318 -2.402
C 0.913 3.433 -3.500
C 1.371 3.768 -4.773
C 1.529 2.777 -5.718
C 1.229 1.459 -5.390
C 0.783 1.184 -4.114
N 0.632 2.141 -3.197
H 0.044 6.949 -0.194
H -0.619 4.565 0.667
H 1.592 4.803 -5.000
H 1.882 3.026 -6.711
H 1.337 0.657 -6.107
H 0.538 0.184 -3.780
F 9.208 1.602 0.893
C 8.575 0.534 0.367
F 9.268 0.164 -0.724
F 8.714 -0.464 1.270
C 7.137 0.821 0.069
C 6.595 0.557 -1.180
C 5.254 0.807 -1.415
C 4.426 1.319 -0.409
C 4.999 1.597 0.839
C 6.336 1.349 1.076
C 3.031 1.520 -0.638
C 1.844 1.684 -0.842
H 7.221 0.160 -1.967
H 4.830 0.617 -2.393
H 4.374 2.010 1.618
H 6.766 1.568 2.046
C -2.726 4.105 -3.389
S -3.108 2.939 -2.110
O -4.385 2.358 -2.475
O -3.068 3.657 -0.854
O -2.050 1.872 -2.191
H -3.597 4.747 -3.501
H -2.538 3.561 -4.313
H -1.859 4.688 -3.094
```

Energy, eV: -136486.9816
Net charge: 0
HOMO-LUMO gap, Eh: 0.2518
Relative energy (zero: lowest compared OMol25 entry of this formula, charge and spin), kcal per mole: 0.00
E_HOMO, eV: -7.01
Strongest force on any atom, eV Å⁻¹: 0.49

Results of the Mulliken charge analysis, in e, for atoms 1 through 2: atom 1 (Ir): 2.8328, atom 2 (N): -0.0762